No. 1
20
Properties=species:S:1:pos:R:3:lowdin_charge:R:1 method="wB97M-V/def2-TZVPD" de_lowest_kcal_mol=118.6 charge=+1 e_homo_ev="-12.44 / -11.96" largest_force_ev_per_a=4.2
Br 0.36285 -2.94219 -1.76789 0.55
N 2.07275 -0.51756 -1.96891 0.05
N 2.07959 -1.63205 0.17286 0.10
C -0.06700 1.08339 1.13189 -0.06
C -2.40502 1.84707 1.12020 -0.06
C -1.82287 0.00815 -0.25532 -0.10
C -2.73375 0.95728 0.18336 -0.09
C -0.62777 0.12397 0.28687 0.01
C 1.32956 -1.22969 -1.06656 -0.66
C -1.08440 1.81679 1.64057 -0.07
H 3.14251 -0.47723 -2.07290 0.16
H -1.96021 -0.70326 -1.03076 0.10
H 1.65423 -0.26538 -2.80896 0.07
H 2.60984 -2.58103 0.32329 0.20
H 1.48513 -1.75135 1.02465 0.16
H -3.78962 0.83952 -0.19624 0.14
H -0.97681 2.57477 2.29125 0.08
H -3.00631 2.75721 1.27713 0.13
H 0.95826 0.97014 1.36425 0.09
H 2.77903 -0.87855 0.35121 0.16

***

No. 2
23
Properties=species:S:1:pos:R:3:lowdin_charge:R:1 method="wB97M-V/def2-TZVPD" de_lowest_kcal_mol=0.0 e_homo_ev=-9.20 largest_force_ev_per_a=2.5
Br -3.76948 1.73131 -2.68951 0.72
O 0.86887 -2.47366 2.18329 0.10
O 2.66515 -1.28980 2.34513 0.07
N 1.52056 -1.50811 1.93480 -0.38
N -0.25799 1.58370 -0.56497 0.09
N -0.60296 0.26976 -0.65392 -0.16
C -1.20595 2.16552 -1.25990 -0.18
C -2.23641 1.26592 -1.72119 -0.72
C 1.57750 -0.56659 -1.24853 -0.07
C -0.32850 0.01255 2.03186 -0.05
C -1.74516 0.03001 -1.35632 -0.10
C 0.84646 -0.37960 1.20361 -0.26
C 0.44106 -0.74560 -0.26402 -0.25
H 1.57311 0.47922 1.24193 0.16
H 2.03295 0.46488 -1.10785 0.10
H 0.01157 -1.70713 -0.56907 0.15
H 0.07479 0.21576 3.11109 0.13
H -1.01837 -0.83266 1.92079 0.10
H -2.27689 -0.94166 -1.52872 0.15
H -0.62943 1.04252 1.74381 0.09
H -1.17212 3.27538 -1.38521 0.12
H 1.30311 -0.72268 -2.36152 0.11
H 2.32812 -1.36903 -1.00559 0.09

***

No. 3
22
Properties=species:S:1:pos:R:3:lowdin_charge:R:1 method="wB97M-V/def2-TZVPD" de_lowest_kcal_mol=45.2 charge=-2 e_homo_ev="-0.17 / -0.14" largest_force_ev_per_a=4.4
Br -1.88636 -1.84325 0.75267 0.57
P -2.43135 1.21278 -0.44445 -0.04
O -2.98016 0.61164 -1.73229 -0.47
O -3.36945 1.12143 0.73288 -0.45
O -1.58854 2.43698 -0.60170 -0.41
C 1.65721 -2.34638 -0.64158 -0.09
C 0.21313 -0.68510 -1.60609 -0.05
C 0.70445 -2.01716 -1.47896 -0.34
C 0.42928 1.63464 1.18623 -0.21
C 1.74621 1.87640 1.14283 -0.02
C -1.18715 -0.08472 0.23897 -0.58
C -0.21445 0.33151 1.33642 -0.34
H 0.03963 -2.84630 -1.72385 0.08
H -0.65040 -0.53245 -2.06361 -0.02
H 0.57276 -0.43482 1.28182 0.07
H 2.47320 -1.71092 -0.45358 0.02
H -0.69778 0.19789 2.33944 0.11
H 2.49284 1.10078 1.18971 0.03
H -0.19754 2.45252 1.14067 0.06
H 0.90614 0.08071 -1.39177 0.05
H 2.20351 2.85034 1.22086 0.02
H 1.76483 -3.40653 -0.42463 0.02

***

No. 4
25
Properties=species:S:1:pos:R:3:lowdin_spin:R:1 method="wB97M-V/def2-TZVPD" multiplicity=4 charge=+4 e_homo_ev="-25.63 / -25.74" largest_force_ev_per_a=10.6
Y -0.76460 0.00719 -3.72489 0.01
Cr 0.43752 0.64335 -0.33424 3.27
Cl -0.53539 1.95073 -1.94076 0.01
Cl -0.64246 -1.76737 -1.85899 0.01
O 1.11927 1.91393 -5.98027 0.00
O -0.51744 -0.29132 1.04704 -0.25
O 0.96758 -2.65888 -5.22645 0.00
O 2.24704 2.91397 0.55245 0.07
C 1.70808 1.96269 0.13488 0.00
C 0.29755 -1.34939 1.67880 -0.02
C 0.60859 1.23221 -5.19475 0.00
C -1.09793 0.79055 1.84551 -0.02
C 0.52239 -1.71700 -4.71188 0.00
C 1.75106 -0.97111 1.58803 -0.02
C -2.46644 0.34420 2.33625 -0.04
H -3.11786 0.14402 1.48555 0.00
H 2.31092 -1.78298 2.04419 -0.01
H -2.91352 1.14024 2.92504 -0.01
H -1.17345 1.67174 1.16076 0.00
H 0.05996 -2.25445 1.08548 0.00
H 2.08931 -0.83468 0.55169 0.00
H -0.42091 0.99258 2.68237 0.00
H -0.05366 -1.44878 2.70393 0.00
H -2.40047 -0.54513 2.96987 0.00
H 1.98487 -0.08632 2.18041 0.00

***

No. 5
22
Properties=species:S:1:pos:R:3:lowdin_charge:R:1 method="wB97M-V/def2-TZVPD" de_lowest_kcal_mol=7.6 e_homo_ev=-8.85 largest_force_ev_per_a=5.0
Cl -3.48044 0.45500 0.72518 0.52
O 0.17817 -1.90312 -0.30867 0.02
N -1.32998 2.77690 -0.05590 0.19
N 1.59104 -0.25327 0.47979 -0.09
N -0.47020 0.26132 -0.61143 0.04
C -0.36597 2.08139 0.09522 -0.24
C -2.68938 -0.82789 -0.28940 -0.53
C 0.81479 2.07052 0.77515 -0.05
C 1.73119 1.03456 0.88638 -0.01
C -1.68458 -0.20207 -1.27921 -0.26
C 2.46229 -1.31968 0.74715 -0.07
C 0.36006 -0.69326 -0.12772 -0.49
H -1.93851 0.74614 -1.70729 0.10
H -2.07929 -1.60686 0.24022 0.09
H -2.27201 2.64603 -0.31434 0.03
H -1.56998 -1.10593 -1.84777 0.11
H -3.59293 -1.19682 -0.89475 0.09
H 2.68735 1.08152 1.39582 0.12
H 0.79465 3.03292 1.25001 0.11
H 2.08564 -2.13590 1.44606 0.12
H 3.31798 -0.73452 1.24385 0.11
H 2.84330 -1.81380 -0.15370 0.10

***

No. 6
23
Properties=species:S:1:pos:R:3:lowdin_spin:R:1 method="wB97M-V/def2-TZVPD" de_lowest_kcal_mol=15.2 multiplicity=3 e_homo_ev="-4.41 / -8.98" largest_force_ev_per_a=4.2
F -2.34481 -0.13695 -0.99517 0.00
F -1.32553 1.63679 -1.81673 0.01
F -1.04669 -0.23312 -2.74795 0.00
N -0.59967 -1.24669 1.16237 0.29
N -0.60108 2.53104 0.58907 0.01
N 0.06350 -1.13127 -0.02265 0.55
C 0.37317 -2.38752 -0.54107 0.29
C 0.14464 0.16372 -0.65165 0.05
C -1.15308 0.34577 -1.52388 0.04
C -0.72458 -2.51564 1.38378 0.38
C -0.05702 -3.28706 0.38327 0.32
C 0.30235 1.37472 0.60506 0.01
C 1.73719 1.95269 0.58292 0.00
H 1.85414 2.06810 -0.47932 0.00
H 1.88746 2.89019 1.01402 0.00
H 2.53620 1.20870 0.95582 0.00
H -1.16942 -2.90885 2.35663 0.01
H 0.24366 -4.32278 0.40378 0.01
H -0.32967 3.29907 -0.01543 0.00
H 1.00294 0.19107 -1.28739 0.00
H -1.59699 2.21022 0.64150 0.00
H 0.81840 -2.62610 -1.52233 0.02
H -0.01511 0.92390 1.52532 0.00

***

Please write out number 3 again, unchanged.
22
Properties=species:S:1:pos:R:3:lowdin_charge:R:1 method="wB97M-V/def2-TZVPD" de_lowest_kcal_mol=45.2 charge=-2 e_homo_ev="-0.17 / -0.14" largest_force_ev_per_a=4.4
Br -1.88636 -1.84325 0.75267 0.57
P -2.43135 1.21278 -0.44445 -0.04
O -2.98016 0.61164 -1.73229 -0.47
O -3.36945 1.12143 0.73288 -0.45
O -1.58854 2.43698 -0.60170 -0.41
C 1.65721 -2.34638 -0.64158 -0.09
C 0.21313 -0.68510 -1.60609 -0.05
C 0.70445 -2.01716 -1.47896 -0.34
C 0.42928 1.63464 1.18623 -0.21
C 1.74621 1.87640 1.14283 -0.02
C -1.18715 -0.08472 0.23897 -0.58
C -0.21445 0.33151 1.33642 -0.34
H 0.03963 -2.84630 -1.72385 0.08
H -0.65040 -0.53245 -2.06361 -0.02
H 0.57276 -0.43482 1.28182 0.07
H 2.47320 -1.71092 -0.45358 0.02
H -0.69778 0.19789 2.33944 0.11
H 2.49284 1.10078 1.18971 0.03
H -0.19754 2.45252 1.14067 0.06
H 0.90614 0.08071 -1.39177 0.05
H 2.20351 2.85034 1.22086 0.02
H 1.76483 -3.40653 -0.42463 0.02